Formula: C2H4N2O4
Source: the OMol25 dataset
Level of theory: the ωB97M-V functional and the def2-TZVPD basis

Properties
HOMO-LUMO gap, eV: 7.3129
Spin multiplicity: 1
Molar mass, g/mol: 120.06
Relative energy (zero: lowest compared OMol25 entry of this formula, charge and spin), kcal/mol: 185.0
Highest occupied orbital energy, eV: -9.3
Total energy, hartree: -488.7785
Maximum force, eV/A: 6.0

Geometry as XYZ:
```
12
Properties=species:S:1:pos:R:3:forces:R:3
C -0.292 0.357 0.806 1.1274 1.1457 2.7751
C 0.435 -0.571 -1.087 -1.0431 -2.3310 -2.8676
H -1.053 0.189 2.885 -1.3984 2.3823 0.3169
H -0.523 2.413 1.299 -0.1354 -2.5645 1.3408
H -0.308 -1.377 -0.736 1.4184 1.1371 -0.6892
H 2.408 -1.368 -3.310 -4.4540 -1.3107 0.0383
N -0.471 1.406 1.721 0.8877 4.0675 -4.2830
N 1.064 -0.599 -2.217 -1.1545 2.3275 2.9820
O -1.345 1.201 2.779 1.3656 -3.3649 -0.2897
O -0.479 -0.720 1.317 -0.4286 -1.2943 -1.0836
O 0.402 0.598 -0.403 -1.2715 0.1245 2.5385
O 0.730 -1.606 -3.067 5.0863 -0.3194 -0.7787
```
Forces are in eV/Å.